# 1
Computed, not measured: 2 unconnected molecules or ions with the total composition C2H7NO2 at a distorted geometry, with ωB97M-V with the def2-TZVPD basis set.

Geometry as XYZ:
```
12
Properties=species:S:1:pos:R:3:forces:R:3
C 0.446 -1.240 1.327 -3.1 1.0 2.8
O -0.269 -1.883 0.358 -1.9 -0.2 -2.4
H 0.536 -1.949 2.134 1.1 0.1 0.6
H 1.240 -0.735 0.945 3.2 0.8 -0.7
H -0.175 -0.363 1.777 0.5 -1.6 -0.8
H 0.240 -2.494 -0.188 0.2 0.1 0.4
C -0.002 2.001 -0.884 1.4 -2.8 -2.3
N -0.717 0.805 -1.158 -1.4 4.2 3.0
O -0.509 3.054 -0.536 0.3 -1.0 0.0
H 1.140 1.809 -1.281 -2.3 1.2 1.2
H -1.767 0.848 -0.819 2.5 -0.9 -1.5
H -0.164 0.148 -1.674 -0.6 -1.0 -0.4
```
Forces are in eV/Å.

Properties
charge	+1
energy above the lowest of the compared OMol25 structures with the same formula, charge and spin	285.1	kJ/mol
2S+1	2
energy	-285.209767	Ha
LUMO (alpha / beta)	-5.0 / -10.3	eV

natural (NBO) atomic charge list, values in e, 8 entries: atom 1 (C): -0.2427, atom 2 (O): -0.6877, atom 3 (H): 0.2102, atom 4 (H): 0.1604, atom 5 (H): 0.1647, atom 6 (H): 0.4899, atom 7 (C): 0.4631, atom 8 (N): -0.5874

# 2
Computed, not measured: a single C14H19NO5 molecule at a distorted geometry, with ωB97M-V with the def2-TZVPD basis set.

Geometry as XYZ:
```
39
Properties=species:S:1:pos:R:3:forces:R:3
C 0.144 -2.550 -2.122 0.1 0.0 0.0
C -1.159 -2.354 -2.000 -0.2 0.1 -0.1
C -2.084 -3.405 -1.470 0.1 0.0 0.1
C -1.789 -1.034 -2.359 0.2 0.1 0.4
C -2.269 -0.276 -1.117 -0.5 -0.2 -0.3
O -1.171 -0.012 -0.248 0.2 0.2 -0.3
C -1.080 -0.706 0.876 0.2 -0.3 0.3
O -1.858 -1.555 1.235 0.0 0.0 0.0
C 0.158 -0.316 1.698 -0.2 0.2 0.2
C -0.309 -0.015 3.130 0.0 -0.2 -0.2
C -1.376 1.048 3.151 0.0 0.0 0.1
O -1.910 1.529 2.188 0.0 0.1 -0.3
O -1.689 1.408 4.400 0.0 0.0 0.6
N 0.929 0.792 1.186 -0.1 0.1 0.1
C 1.785 0.466 0.050 -0.1 0.3 -0.1
C 2.516 1.687 -0.394 0.8 -0.5 0.5
C 3.766 2.152 -0.111 -0.6 -0.3 -0.1
C 3.900 3.381 -0.802 -0.4 0.2 -0.3
C 2.720 3.572 -1.449 0.8 0.5 0.1
O 1.878 2.554 -1.209 -0.5 -0.2 -0.1
H 0.604 -3.488 -1.859 0.0 -0.2 0.1
H 0.807 -1.787 -2.495 0.1 0.2 -0.1
H -2.980 -3.475 -2.084 -0.1 -0.1 -0.1
H -1.593 -4.375 -1.445 0.0 -0.1 0.0
H -2.387 -3.153 -0.453 -0.1 0.0 0.0
H -2.653 -1.194 -3.008 0.0 0.0 0.0
H -1.065 -0.412 -2.889 0.0 0.0 -0.1
H -2.678 0.698 -1.396 0.0 -0.1 0.1
H -3.023 -0.850 -0.570 0.1 0.1 -0.1
H 0.808 -1.200 1.730 -0.1 0.1 0.0
H 0.531 0.315 3.740 0.0 0.0 0.0
H -0.735 -0.915 3.577 0.0 0.1 0.1
H -2.389 2.080 4.397 0.1 -0.1 -0.3
H 0.301 1.550 0.934 0.0 -0.1 0.0
H 2.509 -0.283 0.383 0.0 0.1 -0.1
H 1.217 0.060 -0.801 0.1 0.0 0.1
H 4.500 1.678 0.508 0.1 -0.2 0.2
H 4.754 4.027 -0.812 0.1 0.2 -0.1
H 2.369 4.359 -2.087 -0.1 0.0 -0.1
```
Forces are in eV/Å.

Properties
SMILES	C=C(C)CCOC(=O)[C@H](CC(=O)O)NCc1ccco1
charge	0
energy above the lowest of the compared OMol25 structures with the same formula, charge and spin	151.5	kJ/mol
energy	-975.826606	Ha
LUMO	0.8	eV

natural (NBO) atomic charge list, values in e, 8 entries: atom 1 (C): -0.4149, atom 2 (C): 0.0387, atom 3 (C): -0.6619, atom 4 (C): -0.4575, atom 5 (C): -0.0742, atom 6 (O): -0.5117, atom 7 (C): 0.8162, atom 8 (O): -0.6295

# 3
Computed, not measured: 3 unconnected molecules or ions with the total composition C28H41F15N7O9S2 at a distorted geometry, with ωB97M-V with the def2-TZVPD basis set.

Geometry as XYZ:
```
102
Properties=species:S:1:pos:R:3:forces:R:3
N 0.798 7.992 -0.652 -0.7 -0.2 0.2
C -0.406 7.104 -0.709 1.1 -1.3 -0.1
C 0.057 5.615 -0.385 -0.2 1.2 0.8
C -1.168 4.664 -0.216 -0.9 0.6 -0.2
C -1.191 3.340 -1.048 2.3 0.1 -0.4
C -0.126 2.236 -0.670 -0.4 -0.2 0.6
C 1.215 2.606 0.030 1.4 -2.0 0.0
N 1.113 3.233 1.360 0.1 0.7 -0.6
N 1.889 1.261 0.327 -0.9 -0.1 -0.1
N 2.208 3.285 -0.833 -0.1 -0.3 0.7
C -0.779 3.855 -2.513 -1.4 2.5 -2.9
O 0.255 3.481 -3.089 0.6 -1.4 1.3
O -1.525 4.743 -3.070 0.0 -1.4 2.1
N -2.503 2.627 -1.037 0.2 0.8 1.0
C -3.014 2.136 -2.308 -1.7 -1.8 -2.2
C -2.163 0.951 -2.956 -0.6 0.4 0.9
C -3.072 -0.142 -3.641 1.2 -1.1 0.7
C -2.522 -1.555 -3.169 -0.1 0.2 -0.1
C -1.005 -1.784 -3.535 -0.2 -0.7 0.2
C -0.027 -1.700 -2.304 0.4 0.3 -0.4
C 1.184 -2.723 -2.372 -0.7 0.4 1.4
S 2.744 -1.765 -2.600 0.9 0.2 0.1
C 3.649 -1.711 -1.064 1.2 -1.8 3.3
N 3.978 -2.709 -0.229 -1.3 -0.5 -2.2
N 4.660 -2.258 0.829 0.5 2.7 0.4
C 4.782 -0.926 0.672 -0.8 -3.5 -0.6
O 4.184 -0.597 -0.484 -0.4 2.3 -1.0
S -3.581 2.905 0.154 -5.8 1.1 -2.4
O -4.724 1.969 0.093 2.5 -1.0 0.3
O -4.234 4.211 0.104 2.5 -0.2 0.7
C -2.989 2.649 1.905 1.2 2.0 1.2
F -1.667 2.351 2.051 -1.1 -0.5 -0.3
F -3.130 3.881 2.514 -0.1 -1.2 -0.6
C -3.855 1.690 2.791 -1.1 0.1 1.4
F -5.147 2.115 2.933 1.3 -0.2 -0.7
F -3.331 1.809 4.070 0.1 -0.1 -1.3
C -3.899 0.152 2.475 -0.6 -1.4 0.5
F -3.916 -0.502 3.698 0.3 0.6 -0.9
F -5.045 -0.272 1.869 1.1 1.1 0.2
C -2.712 -0.500 1.684 0.2 -2.4 -0.3
F -3.011 -1.845 1.610 0.1 1.1 0.2
F -1.528 -0.467 2.352 -1.1 0.8 -0.8
F -2.595 -0.106 0.406 0.2 0.4 1.3
H 1.544 7.490 -1.138 -0.1 0.3 0.3
H 1.069 8.075 0.332 0.1 -0.1 -0.5
H -1.155 7.424 0.051 0.4 0.0 -0.8
H -0.786 7.099 -1.755 -0.2 0.2 0.8
H 0.574 5.697 0.611 -0.3 -0.3 -0.9
H 0.835 5.358 -1.128 -0.7 -0.3 0.3
H -1.342 4.546 0.879 0.2 -0.3 -0.8
H -2.044 5.258 -0.595 0.7 -0.7 0.2
H -0.646 1.497 0.001 0.6 0.8 -0.3
H 0.143 1.610 -1.561 -0.3 1.0 0.5
H 1.122 2.527 2.093 -0.1 0.1 -0.4
H 1.961 3.788 1.502 -0.4 -0.1 -0.1
H 1.964 0.764 -0.570 0.0 0.1 0.4
H 1.201 0.724 0.874 0.4 0.0 -0.2
H 2.254 2.789 -1.731 -0.6 0.6 0.1
H 3.104 3.041 -0.389 -0.3 0.3 -0.1
H -4.018 1.642 -2.201 0.9 0.7 0.7
H -3.233 2.926 -3.074 0.8 -0.2 1.0
H -1.681 0.441 -2.080 -0.2 0.5 -0.9
H -1.391 1.349 -3.651 -0.4 -0.3 0.6
H -2.972 -0.128 -4.749 -0.4 0.2 0.7
H -4.137 -0.118 -3.319 0.7 0.4 -0.4
H -3.178 -2.358 -3.595 0.7 0.6 0.2
H -2.608 -1.671 -2.054 -0.1 0.3 -0.9
H -0.664 -1.055 -4.313 -0.3 -0.6 0.6
H -0.916 -2.809 -3.982 0.0 0.8 0.3
H -0.522 -1.828 -1.313 0.0 0.0 -0.8
H 0.398 -0.664 -2.306 -0.3 -0.9 0.2
H 1.256 -3.268 -1.399 0.1 0.4 -0.8
H 1.051 -3.490 -3.169 0.5 0.8 0.4
H 5.280 -0.244 1.375 -0.5 -0.1 -1.0
C 6.356 -5.681 -2.342 -0.3 -0.2 0.0
C 6.523 -5.020 -3.695 0.4 0.2 0.6
O 5.831 -5.762 -4.716 -0.4 -0.1 -0.5
C 4.526 -5.504 -4.837 0.9 0.5 0.8
O 3.923 -4.721 -4.165 -0.4 -0.3 -0.4
C 3.928 -6.318 -5.987 -0.6 -0.8 -1.0
F 4.356 -7.594 -5.985 0.1 0.3 0.2
F 4.262 -5.797 -7.182 0.1 0.2 0.4
F 2.592 -6.358 -5.938 0.3 0.3 0.3
H 6.674 -6.725 -2.385 0.1 0.1 0.0
H 6.944 -5.162 -1.585 0.0 0.0 -0.1
H 5.310 -5.678 -2.031 0.1 0.2 0.0
H 7.576 -5.016 -3.976 -0.1 -0.2 -0.3
H 6.190 -3.982 -3.677 -0.2 -0.1 -0.1
C -2.962 -2.948 5.827 -0.2 0.0 0.3
C -1.492 -2.905 6.185 -0.2 -0.2 -0.8
O -1.294 -2.252 7.452 0.2 0.0 0.7
C -1.452 -3.015 8.535 -0.1 -0.3 -1.3
O -1.744 -4.177 8.520 0.1 0.2 0.6
C -1.162 -2.203 9.800 0.1 0.8 1.2
F -1.718 -0.981 9.759 0.0 -0.3 -0.3
F 0.161 -2.024 9.974 -0.2 -0.2 -0.3
F -1.623 -2.803 10.904 0.0 -0.2 -0.5
H -3.391 -1.945 5.848 0.1 0.0 -0.1
H -3.104 -3.372 4.832 0.1 0.0 0.0
H -3.524 -3.550 6.544 0.1 -0.1 -0.1
H -0.949 -2.316 5.445 0.1 0.2 0.3
H -1.050 -3.903 6.189 0.0 0.1 0.3
```
Forces are in eV/Å.

Properties
charge	-1
energy	-4446.307693	Ha
LUMO	1.9	eV

Löwdin atomic charge list, values in e, 8 entries: atom 1 (N): -0.0431, atom 2 (C): -0.2596, atom 3 (C): -0.1972, atom 4 (C): -0.1404, atom 5 (C): -0.2887, atom 6 (C): -0.0713, atom 7 (C): -0.5884, atom 8 (N): 0.0845

# 4
Computed, not measured: 2 unconnected molecules or ions with the total composition C2H4O4 at a distorted geometry, with ωB97M-V with the def2-TZVPD basis set.

Geometry as XYZ:
```
10
Properties=species:S:1:pos:R:3:forces:R:3
C -0.309 -1.241 -1.037 1.6 -2.4 0.6
C -0.366 -0.026 -1.308 -1.2 4.3 -0.9
O -0.333 1.114 -1.512 0.0 0.4 -0.3
H -1.074 -1.957 -1.023 -0.4 -0.8 0.1
H 0.758 -1.286 -0.823 0.1 -1.4 0.4
O -0.443 2.619 1.126 -2.5 0.5 1.3
O 0.725 1.917 1.006 3.7 -0.5 -0.4
O 0.735 0.681 1.676 -1.6 -0.5 -2.4
H -0.434 3.197 0.346 0.2 -0.6 -0.2
H 0.887 0.839 2.583 0.4 1.0 1.9
```
Forces are in eV/Å.

Properties
SMILES	C=C=O.OOO
charge	0
energy above the lowest of the compared OMol25 structures with the same formula, charge and spin	755.3	kJ/mol
energy	-379.310754	Ha
LUMO	0.8	eV

natural (NBO) atomic charge list, values in e, 8 entries: atom 1 (C): -0.7771, atom 2 (C): 0.7133, atom 3 (O): -0.4879, atom 4 (H): 0.2668, atom 5 (H): 0.2809, atom 6 (O): -0.4512, atom 7 (O): -0.0559, atom 8 (O): -0.4246

# 5
Computed, not measured: a molecular structure, C7H7Br2NO at a distorted geometry, with ωB97M-V with the def2-TZVPD basis set.

Geometry as XYZ:
```
18
Properties=species:S:1:pos:R:3:forces:R:3
C 0.343 -2.515 -0.198 -1.1 1.8 -0.5
C -0.805 -2.122 -0.700 -2.9 -1.2 -1.1
C 1.141 -1.603 0.509 -0.4 1.3 0.7
C 0.112 1.790 -0.432 -0.9 -2.7 -2.1
C -1.223 -0.707 -0.704 -1.8 2.1 -0.2
C -0.483 0.078 0.360 0.4 2.3 -2.4
C 0.708 2.671 0.606 1.8 0.7 -4.1
N 0.710 -0.424 0.790 2.7 -0.4 1.7
O 0.004 1.891 -1.639 0.3 -0.1 3.1
Br -1.649 0.496 1.801 -0.3 0.4 1.0
Br 2.045 4.061 -0.046 -0.8 -0.8 0.0
H 0.656 -3.460 -0.178 0.9 -3.8 -0.2
H -1.573 -2.855 -1.096 1.2 0.8 0.3
H 2.033 -2.061 0.939 0.3 1.0 0.1
H -0.897 -0.208 -1.647 -0.4 -0.4 0.1
H -2.384 -0.454 -0.579 2.5 -1.1 -0.6
H 1.301 2.178 1.262 1.1 -1.8 2.3
H -0.041 3.243 0.951 -2.6 1.9 1.9
```
Forces are in eV/Å.

Properties
charge	0
energy above the lowest of the compared OMol25 structures with the same formula, charge and spin	136.5	kJ/mol
energy	-5548.849109	Ha
LUMO	-0.5	eV

natural (NBO) atomic charge list, values in e, 8 entries: atom 1 (C): -0.3175, atom 2 (C): -0.0693, atom 3 (C): 0.1291, atom 4 (C): 0.6249, atom 5 (C): -0.5604, atom 6 (C): 0.0456, atom 7 (C): -0.4873, atom 8 (N): -0.5005

# 6
Computed, not measured: 13 unconnected molecules or ions with the total composition C36H66O37S4 at a distorted geometry, with ωB97M-V with the def2-TZVPD basis set.

Geometry as XYZ:
```
143
Properties=species:S:1:pos:R:3:forces:R:3
O 4.479 3.642 -3.781 -0.4 -0.3 0.3
S 3.150 3.940 -3.312 -0.3 0.8 0.2
O 2.046 3.109 -3.782 1.2 0.9 1.0
O 3.145 3.927 -1.682 -2.5 -0.4 -2.5
C 4.317 4.128 -0.952 2.0 -0.7 -2.0
C 4.093 3.628 0.373 -0.7 -0.3 3.7
C 2.831 5.693 -3.562 -0.9 -0.4 0.6
H 4.698 5.146 -1.033 -0.2 0.0 0.0
H 5.013 3.411 -1.388 0.7 0.7 -0.3
H 3.059 3.404 0.634 -0.2 0.0 -0.5
H 4.308 4.400 1.112 0.5 -0.2 0.2
H 4.646 2.712 0.582 0.1 0.2 0.2
H 2.440 5.891 -4.560 0.7 -0.1 -0.1
H 3.691 6.257 -3.202 0.2 -0.2 -0.7
H 2.020 5.985 -2.895 -0.2 -0.4 0.1
O 0.725 0.220 3.591 -0.3 1.3 0.3
S 0.431 1.618 3.847 -0.1 0.9 1.1
O 0.437 2.580 2.762 -0.3 -1.1 0.8
O -1.044 1.758 4.568 1.5 -0.5 -0.8
C -1.355 0.897 5.708 -0.8 0.3 0.8
C -2.802 1.129 6.151 0.3 0.4 -0.6
C 1.612 2.255 5.114 0.2 -0.4 0.2
H -0.720 1.212 6.536 0.3 -0.3 -0.1
H -1.278 -0.169 5.493 0.6 0.2 -0.4
H -2.978 2.141 6.516 0.2 0.0 0.1
H -3.023 0.416 6.945 -0.1 0.0 -0.1
H -3.470 0.994 5.300 -0.1 -0.3 0.1
H 1.442 1.897 6.129 -0.4 -0.5 -0.3
H 1.716 3.332 5.244 -0.7 0.1 -0.8
H 2.599 1.902 4.816 -0.1 -0.2 -0.2
O 1.414 -1.166 -1.572 -1.7 1.6 -0.2
S 0.428 -0.092 -1.364 -1.2 2.4 2.4
O -0.440 0.516 -2.392 1.9 -1.9 1.0
O -0.517 -0.566 -0.097 0.4 0.3 -1.8
C -1.578 0.367 0.313 -1.7 -0.7 0.8
C -2.853 -0.498 0.579 1.6 0.3 -0.6
C 1.159 1.345 -0.399 0.0 -1.1 -0.8
H -1.864 1.115 -0.426 0.7 0.0 -0.2
H -1.274 0.826 1.254 0.4 0.2 -0.2
H -3.679 0.015 1.071 0.3 0.4 -0.1
H -2.498 -1.301 1.224 -0.3 -0.3 -0.4
H -3.170 -0.831 -0.409 -0.2 -0.5 0.3
H 1.434 0.965 0.584 0.2 -0.2 -0.2
H 0.357 2.069 -0.259 0.1 0.0 -0.4
H 2.008 1.772 -0.933 -0.2 0.0 0.1
O -2.757 -5.606 0.458 1.9 0.9 -0.1
S -1.662 -4.822 -0.077 1.1 1.6 -0.3
O -1.996 -3.615 -0.820 0.4 -0.8 0.9
O -0.550 -4.433 1.139 -2.5 -1.6 0.3
C 0.491 -3.526 0.958 0.6 2.6 1.0
C 0.589 -2.505 2.207 0.2 -0.6 -1.3
C -0.462 -5.821 -0.994 -1.4 0.4 -0.1
H 0.349 -3.046 -0.011 0.0 0.6 0.2
H 1.497 -3.946 0.948 -0.1 -1.0 -0.2
H 1.373 -1.762 2.063 -0.1 0.1 -0.7
H 0.980 -3.002 3.095 -0.6 -0.5 0.1
H -0.315 -1.937 2.427 -0.1 -0.4 0.0
H -0.615 -5.752 -2.071 -0.6 -0.2 0.1
H -0.802 -6.755 -0.546 1.2 -0.6 -0.4
H 0.540 -5.421 -0.839 -0.2 -0.5 0.6
O 1.766 -3.592 -3.015 0.4 -0.3 -0.1
H 1.332 -3.002 -2.399 -0.2 0.4 0.2
H 1.526 -3.257 -3.878 -0.2 -0.1 -0.3
C 4.666 -3.379 -1.526 -1.8 -1.0 -1.9
C 5.433 -4.184 -0.568 -1.1 -0.6 2.3
O 6.784 -4.106 -0.984 -1.0 -0.8 0.1
C 6.802 -3.404 -2.126 4.7 2.0 -0.2
O 7.864 -3.101 -2.658 -2.7 -0.9 0.4
O 5.627 -2.860 -2.413 0.0 1.1 -0.6
H 3.945 -2.669 -1.119 0.4 0.5 0.0
H 4.122 -4.063 -2.177 -0.7 0.1 0.2
H 4.960 -5.164 -0.510 0.9 -0.6 -0.5
H 5.211 -3.833 0.440 1.1 0.5 0.3
C -4.090 -2.020 3.143 -1.2 -1.3 -2.7
C -5.436 -2.440 3.686 -0.7 1.0 -1.8
O -5.263 -2.129 5.027 0.5 0.3 2.1
C -3.966 -2.436 5.292 0.8 -1.5 3.2
O -3.468 -2.730 6.373 -1.5 1.3 -2.4
O -3.296 -2.531 4.145 2.1 0.5 0.5
H -3.934 -0.992 2.818 -0.2 0.5 1.3
H -3.873 -2.510 2.194 0.1 -0.7 0.2
H -5.634 -3.511 3.637 0.1 -0.1 -0.5
H -6.237 -1.863 3.223 -0.2 -0.1 0.4
C -2.874 3.560 2.633 1.1 1.1 1.5
C -2.948 4.406 3.915 0.6 0.6 0.2
O -4.343 4.528 4.172 -0.3 -0.6 -0.3
C -5.010 3.577 3.459 -2.0 1.4 0.0
O -6.233 3.486 3.494 3.6 -0.7 -0.4
O -4.089 2.924 2.674 -3.4 -1.5 -0.3
H -2.117 2.780 2.712 0.2 0.5 -0.5
H -2.788 4.260 1.801 0.1 -0.6 -0.4
H -2.542 5.402 3.739 0.0 0.0 0.2
H -2.488 3.976 4.804 0.2 -0.2 -0.2
C 4.185 -1.234 4.281 -0.3 -1.1 0.4
C 4.295 -2.563 3.561 0.3 -1.0 2.0
O 4.061 -2.267 2.239 -0.6 -0.2 -2.4
C 4.040 -0.944 2.029 0.8 0.4 -2.0
O 3.980 -0.414 0.918 -0.2 -1.0 2.5
O 4.227 -0.346 3.194 0.0 2.3 -0.3
H 5.050 -1.156 4.941 -0.2 0.7 0.0
H 3.233 -1.129 4.801 0.1 0.2 0.1
H 3.577 -3.300 3.922 0.0 0.0 -0.1
H 5.305 -2.945 3.710 0.0 -0.3 -0.4
C 0.196 1.479 -5.747 1.2 0.6 3.2
C 0.300 2.692 -6.596 1.0 0.1 0.6
O 0.237 2.047 -7.824 1.3 4.0 -3.1
C -0.225 0.856 -7.755 -2.1 -2.1 -5.0
O -0.593 0.185 -8.693 0.8 0.5 0.7
O -0.346 0.522 -6.550 -2.0 -3.1 3.8
H -0.395 1.719 -4.864 0.0 -0.7 0.1
H 1.163 1.061 -5.468 0.3 0.5 0.5
H 1.268 3.186 -6.504 -0.2 0.1 0.0
H -0.498 3.399 -6.367 -0.2 0.0 -0.7
C -5.902 -3.029 -1.732 0.3 0.6 -0.4
C -6.556 -3.032 -0.382 0.3 -1.1 0.1
O -7.812 -3.669 -0.666 -0.4 0.0 0.4
C -8.095 -3.631 -2.010 -2.7 0.6 0.1
O -9.209 -3.879 -2.487 4.2 0.5 1.3
O -7.004 -3.100 -2.608 -1.1 -0.4 -1.6
H -5.233 -3.855 -1.969 0.1 0.1 0.3
H -5.434 -2.055 -1.875 0.3 -0.3 -0.4
H -6.613 -2.018 0.014 -0.8 0.0 0.0
H -5.983 -3.629 0.326 -0.3 -0.2 0.1
C -3.798 2.816 -2.457 -1.0 0.2 -1.2
C -2.602 2.866 -3.371 0.2 0.2 0.1
O -1.661 3.663 -2.624 0.8 0.1 -0.3
C -2.116 3.904 -1.389 1.1 2.0 1.8
O -1.555 4.557 -0.497 -1.2 -2.1 -2.7
O -3.338 3.401 -1.270 -0.7 -0.7 1.7
H -4.178 1.795 -2.429 0.1 0.0 1.0
H -4.613 3.432 -2.834 0.0 0.0 0.1
H -2.876 3.391 -4.287 0.5 -0.2 -0.1
H -2.197 1.865 -3.513 0.2 0.3 -0.3
C 4.053 0.280 -2.665 -1.4 -0.3 0.1
C 3.450 -0.499 -3.792 -0.6 -0.2 0.2
O 4.404 -0.358 -4.816 0.7 0.2 -0.8
C 5.465 0.323 -4.361 0.1 -1.2 -2.2
O 6.447 0.598 -5.008 -0.6 0.4 0.5
O 5.319 0.588 -3.090 1.3 0.7 1.8
H 4.089 -0.208 -1.691 0.3 -0.1 0.5
H 3.424 1.157 -2.515 0.1 0.8 0.2
H 2.466 -0.134 -4.084 0.1 0.0 -0.2
H 3.375 -1.557 -3.543 0.0 -0.4 0.0
```
Forces are in eV/Å.

Properties
charge	+1
2S+1	2
energy	-5787.454777	Ha
LUMO (alpha / beta)	-2.2 / -10.0	eV

Löwdin atomic charge list, values in e, 8 entries: atom 1 (O): -0.2747, atom 2 (S): 0.6369, atom 3 (O): -0.2807, atom 4 (O): -0.2701, atom 5 (C): -0.3062, atom 6 (C): -0.0641, atom 7 (C): -0.0888, atom 8 (H): 0.1392